{
  "formula": "C20H56AsF6O16S8",
  "method": "ωB97M-V/def2-TZVPD",
  "charge": -1,
  "homo_lumo_gap_ev": 9.017,
  "species": ["As", "F", "F", "F", "F", "F", "F", "O", "S", "O", "O", "C", "C", "C", "H", "H", "H", "H", "H", "H", "H", "H", "O", "S", "O", "O", "C", "C", "C", "H", "H", "H", "H", "H", "H", "H", "H", "O", "S", "O", "O", "C", "C", "C", "H", "H", "H", "H", "H", "H", "H", "H", "O", "S", "O", "O", "C", "C", "C", "H", "H", "H", "H", "H", "H", "H", "H", "C", "S", "O", "C", "H", "H", "H", "H", "H", "H", "C", "S", "O", "C", "H", "H", "H", "H", "H", "H", "C", "S", "O", "C", "H", "H", "H", "H", "H", "H", "C", "S", "O", "C", "H", "H", "H", "H", "H", "H"],
  "coordinates": [[1.48979, -1.14898, -1.64116], [2.86464, -0.65383, -2.66505], [1.19675, -2.68079, -2.52778], [0.24797, -1.68697, -0.37155], [1.83300, 0.30983, -0.64990], [0.23153, -0.39035, -2.66194], [2.67906, -1.98061, -0.65216], [9.12151, -4.80084, -3.64297], [8.20771, -5.63604, -2.84338], [8.18223, -7.10257, -3.06076], [8.43442, -5.46884, -1.17263], [7.54634, -6.10137, -0.20039], [8.32445, -6.93381, 0.88241], [6.48457, -4.85051, -2.88722], [6.73013, -6.65013, -0.67026], [7.04193, -5.26105, 0.27661], [9.17180, -6.42689, 1.34407], [8.58235, -7.90562, 0.46150], [7.64245, -7.19110, 1.69282], [6.65860, -3.93979, -2.31415], [5.80389, -5.46236, -2.29525], [6.17228, -4.65135, -3.91236], [-6.89577, 3.38436, -2.29815], [-7.42812, 2.11072, -2.77550], [-7.73090, 1.00592, -1.87623], [-8.78097, 2.55045, -3.65741], [-8.85252, 3.79498, -4.26992], [-10.27130, 4.08577, -4.71038], [-6.54637, 1.54226, -4.28775], [-8.10626, 3.91815, -5.05480], [-8.62847, 4.58627, -3.55454], [-10.53252, 5.08110, -5.06978], [-11.01784, 3.72489, -4.00291], [-10.35816, 3.47482, -5.60888], [-5.76488, 2.28911, -4.42762], [-7.27376, 1.66073, -5.09085], [-6.27600, 0.48891, -4.21397], [3.65443, -4.31093, 7.40362], [3.87118, -2.96229, 6.96968], [2.81453, -1.97906, 6.96858], [5.23710, -2.31765, 7.51589], [6.03524, -3.06482, 8.43640], [7.48133, -2.45435, 8.57882], [4.45170, -3.09897, 5.30019], [6.19403, -4.12999, 8.26819], [5.51668, -3.18854, 9.38713], [7.32965, -1.53733, 9.14817], [7.84247, -2.20185, 7.58186], [8.21604, -3.10197, 9.05727], [4.84854, -2.16862, 4.89391], [3.62676, -3.33530, 4.62810], [5.21496, -3.87646, 5.33238], [-5.08896, -0.82280, 5.86618], [-5.21144, 0.54878, 5.42147], [-6.50299, 1.24336, 5.27358], [-4.16403, 1.54880, 6.25757], [-4.06962, 2.97320, 5.91658], [-5.12567, 3.68600, 6.74288], [-4.32656, 0.63831, 3.75004], [-4.24534, 3.13566, 4.85317], [-3.18200, 3.45924, 6.32155], [-5.14463, 4.76864, 6.61788], [-5.08374, 3.50849, 7.81751], [-6.12665, 3.27339, 6.61687], [-3.27459, 0.41127, 3.92299], [-4.40811, 1.61238, 3.26773], [-4.53393, -0.08253, 2.95916], [5.28226, 2.76680, 5.60686], [4.25670, 4.35290, 5.52415], [4.69484, 4.98171, 4.18668], [2.69019, 3.43692, 5.24334], [6.31909, 2.95310, 5.32692], [5.06535, 2.12045, 4.75640], [5.23982, 2.31147, 6.59630], [1.87000, 4.11169, 4.99826], [2.47417, 2.86885, 6.14817], [2.76189, 2.74777, 4.40190], [-2.66573, -5.29028, -5.78946], [-1.97233, -6.80936, -6.54196], [-2.19110, -6.65064, -8.05800], [-0.13174, -6.69148, -6.31766], [-1.92577, -4.51705, -5.99607], [-2.63253, -5.42071, -4.70780], [-3.66230, -5.09752, -6.18669], [0.06959, -6.53870, -5.25737], [0.37285, -6.00201, -6.99450], [0.31111, -7.68341, -6.40738], [-0.61567, 7.11916, -0.45947], [-1.58781, 8.10886, 0.76586], [-0.66211, 8.26134, 1.99331], [-1.52092, 9.81939, 0.06725], [-0.97173, 7.23133, -1.48355], [-0.65524, 6.03326, -0.37365], [0.39534, 7.52595, -0.48153], [-0.48887, 10.16943, 0.08807], [-1.96449, 10.40449, 0.87285], [-2.05284, 9.89433, -0.88119], [-3.38110, -0.04248, -9.82180], [-3.39108, 1.78335, -9.63669], [-4.59350, 2.18113, -8.78165], [-1.87268, 1.84153, -8.56027], [-3.32661, -0.53593, -8.85142], [-2.52102, -0.42078, -10.37428], [-4.32009, -0.23883, -10.33934], [-0.97956, 1.73975, -9.17678], [-1.95034, 1.12871, -7.73932], [-1.79651, 2.78712, -8.02348]],
  "mulliken_charge": [2.00, -0.49, -0.51, -0.53, -0.50, -0.49, -0.49, -0.56, 1.11, -0.59, -0.34, -0.19, -1.19, -0.86, 0.31, 0.35, 0.31, 0.30, 0.37, 0.33, 0.30, 0.36, -0.63, 1.21, -0.58, -0.38, -0.09, -1.25, -0.86, 0.36, 0.28, 0.36, 0.30, 0.30, 0.33, 0.27, 0.37, -0.60, 1.08, -0.58, -0.21, -0.33, -1.07, -0.91, 0.35, 0.36, 0.26, 0.31, 0.36, 0.31, 0.37, 0.30, -0.56, 1.14, -0.58, -0.34, 0.02, -1.18, -0.99, 0.15, 0.28, 0.35, 0.33, 0.32, 0.36, 0.31, 0.38, -0.95, 0.47, -0.61, -0.86, 0.37, 0.29, 0.34, 0.32, 0.33, 0.29, -0.83, 0.47, -0.64, -0.88, 0.28, 0.34, 0.31, 0.33, 0.30, 0.32, -0.87, 0.48, -0.62, -0.88, 0.32, 0.33, 0.30, 0.31, 0.29, 0.34, -0.87, 0.47, -0.60, -0.91, 0.29, 0.36, 0.30, 0.34, 0.29, 0.32]
}

{
  "formula": "C4H8O3PS",
  "method": "ωB97M-V/def2-TZVPD",
  "charge": 1,
  "homo_lumo_gap_ev": [6.425, 6.866],
  "species": ["C", "C", "C", "C", "O", "O", "O", "P", "S", "H", "H", "H", "H", "H", "H", "H", "H"],
  "coordinates": [[2.48840, 0.50036, -0.70481], [2.36555, -1.01006, -0.52266], [-2.01301, 0.07900, -0.27988], [-2.83941, 0.25043, 1.03045], [1.33339, 1.06085, -0.11727], [1.60254, -1.23101, 0.62322], [-0.84265, -0.54247, -0.20971], [0.50302, -0.04349, 0.76107], [-2.03055, 1.30374, 2.26908], [3.41551, 0.99384, -0.16287], [2.38813, 0.83603, -1.76270], [1.70689, -1.42801, -1.31984], [3.25549, -1.64426, -0.29489], [-2.65707, -0.34600, -0.96944], [-1.89422, 1.09730, -0.76819], [-3.86807, 0.69785, 0.76211], [-2.91394, -0.57408, 1.66633]],
  "mulliken_charge": [-0.22, -0.26, -0.37, -0.58, -0.29, -0.34, -0.22, 0.61, 0.14, 0.26, 0.26, 0.23, 0.29, 0.41, 0.33, 0.37, 0.37]
}

Computed values of energy relative to the best compared isomer or geometry (same formula, charge and spin) (unit: kJ/mol) for the preceding records, in sequence: 695.1, 0.0.
Computed values of electronic energy (unit: eV) for the preceding records, in sequence: -218229.4866, -30534.5071.
Computed values of largest force on an atom (unit: eV/A) for the preceding records, in sequence: 3.27, 4.87.